No. 1
{
  "formula": "C12H9N3O2S",
  "method": "the ωB97M-V functional and the def2-TZVPD basis",
  "smiles": "CSc1nnc(-c2ccco2)c(-c2ccco2)n1",
  "e_tot_ev": -31988.1026,
  "orbital_gap_ev": 7.7,
  "de_lowest_kcal_mol": 0.0,
  "species": ["C", "H", "H", "H", "S", "C", "N", "C", "C", "N", "N", "C", "C", "C", "C", "O", "H", "H", "H", "C", "C", "C", "C", "O", "H", "H", "H"],
  "positions_angstrom": [[4.86, 1.01, -0.11], [5.62, 0.71, -0.83], [5.32, 1.42, 0.78], [4.16, 1.71, -0.55], [3.92, -0.48, 0.36], [2.30, 0.00, -0.01], [1.36, -0.92, 0.16], [0.09, -0.54, 0.01], [-0.17, 0.85, -0.14], [0.83, 1.64, -0.50], [2.06, 1.22, -0.50], [-1.46, 1.48, 0.02], [-1.88, 2.72, -0.42], [-3.20, 2.86, 0.04], [-3.48, 1.72, 0.73], [-2.44, 0.89, 0.72], [-4.36, 1.40, 1.26], [-3.85, 3.70, -0.11], [-1.30, 3.41, -1.00], [-0.88, -1.60, -0.07], [-0.73, -2.93, 0.24], [-1.97, -3.54, -0.03], [-2.78, -2.54, -0.49], [-2.14, -1.37, -0.52], [-3.80, -2.54, -0.82], [-2.23, -4.57, 0.10], [0.16, -3.39, 0.62]]
}

No. 2
{
  "formula": "C32H68Br2FN3O6PS",
  "method": "the ωB97M-V functional and the def2-TZVPD basis",
  "total_charge": 1,
  "e_tot_ev": -213954.3299,
  "orbital_gap_ev": 6.5,
  "species": ["C", "C", "C", "C", "Br", "C", "C", "Br", "C", "N", "C", "N", "C", "C", "N", "C", "C", "C", "C", "C", "C", "F", "P", "O", "O", "S", "H", "H", "H", "H", "H", "H", "H", "H", "H", "H", "H", "H", "H", "H", "H", "H", "H", "H", "H", "H", "H", "H", "H", "H", "H", "H", "H", "H", "C", "C", "O", "C", "C", "H", "H", "H", "H", "H", "H", "H", "H", "H", "H", "C", "C", "O", "C", "C", "H", "H", "H", "H", "H", "H", "H", "H", "H", "H", "C", "C", "O", "C", "C", "H", "H", "H", "H", "H", "H", "H", "H", "H", "H", "C", "C", "O", "C", "C", "H", "H", "H", "H", "H", "H", "H", "H", "H", "H"],
  "positions_angstrom": [[-1.26, 0.45, 4.80], [-0.82, 0.06, 3.51], [-1.74, 0.05, 2.19], [-2.83, -0.98, 2.65], [-4.75, -0.69, 3.09], [-2.49, -2.35, 2.90], [-3.58, -3.43, 3.39], [-0.70, -3.14, 2.68], [-1.07, -0.47, 0.80], [0.36, -0.83, 0.73], [-1.59, 0.40, -0.44], [-1.42, 0.02, -1.81], [-1.51, -1.43, -2.08], [-0.95, -1.80, -3.55], [-2.14, 1.50, 0.10], [-2.72, 2.45, -0.87], [-1.82, 3.73, -1.24], [-2.01, 1.53, 1.62], [-0.90, 2.60, 2.02], [0.61, 2.50, 1.66], [1.03, 2.66, 0.11], [1.42, 1.46, 2.19], [-3.60, 2.47, 2.19], [-3.58, 4.11, 1.68], [-5.01, 1.91, 1.37], [-3.79, 2.57, 4.11], [-0.88, 1.38, 5.33], [-2.09, -0.16, 5.28], [0.26, -0.34, 3.43], [-4.35, -3.50, 2.54], [-3.13, -4.46, 3.53], [-4.07, -3.13, 4.36], [-1.58, -1.47, 0.58], [0.78, -0.27, -0.02], [0.48, -1.81, 0.42], [-0.60, 0.43, -2.26], [-2.56, -1.88, -2.03], [-0.87, -2.07, -1.37], [-1.82, -1.76, -4.28], [-0.59, -2.88, -3.54], [-0.06, -1.15, -3.85], [-2.96, 1.98, -1.89], [-3.73, 2.91, -0.58], [-2.45, 4.34, -1.98], [-0.90, 3.38, -1.80], [-1.61, 4.42, -0.37], [-1.19, 3.64, 1.61], [-0.99, 2.74, 3.16], [1.08, 3.45, 2.12], [0.72, 1.80, -0.55], [0.77, 3.69, -0.27], [2.18, 2.63, 0.14], [-4.49, 4.38, 1.42], [-4.67, 1.19, 0.79], [3.51, -2.96, 8.21], [2.10, -2.43, 8.42], [1.82, -1.25, 7.68], [1.92, -1.35, 6.27], [0.95, -2.34, 5.66], [4.25, -2.17, 8.42], [3.71, -3.80, 8.88], [3.67, -3.29, 7.19], [1.97, -2.18, 9.47], [1.36, -3.21, 8.19], [2.95, -1.56, 5.97], [1.69, -0.35, 5.88], [1.18, -3.37, 5.97], [0.99, -2.30, 4.57], [-0.08, -2.14, 5.99], [-1.99, 6.31, -5.15], [-0.78, 6.71, -4.32], [0.04, 5.61, -3.94], [0.62, 4.86, -5.00], [1.55, 5.67, -5.88], [-2.57, 5.53, -4.64], [-2.64, 7.17, -5.32], [-1.70, 5.91, -6.12], [-1.12, 7.17, -3.39], [-0.18, 7.46, -4.84], [-0.16, 4.37, -5.59], [1.19, 4.05, -4.52], [1.01, 6.44, -6.43], [2.05, 5.02, -6.60], [2.31, 6.17, -5.27], [3.86, -3.57, 3.18], [3.89, -4.68, 4.21], [4.19, -5.95, 3.66], [5.46, -6.08, 3.03], [6.63, -5.84, 3.96], [3.19, -3.82, 2.36], [3.52, -2.63, 3.64], [4.85, -3.39, 2.76], [2.90, -4.77, 4.67], [4.58, -4.45, 5.03], [5.51, -5.43, 2.15], [5.51, -7.11, 2.65], [6.67, -4.80, 4.30], [7.57, -6.06, 3.45], [6.56, -6.47, 4.85], [-3.05, -0.36, -8.49], [-1.84, 0.03, -7.66], [-1.02, -1.08, -7.30], [-0.45, -1.81, -8.38], [0.48, -0.99, -9.24], [-3.63, -1.14, -7.99], [-3.70, 0.51, -8.64], [-2.77, -0.74, -9.47], [-2.18, 0.47, -6.72], [-1.24, 0.79, -8.17], [-1.23, -2.29, -8.98], [0.13, -2.62, -7.92], [-0.06, -0.21, -9.78], [0.98, -1.62, -9.98], [1.24, -0.49, -8.63]]
}

No. 3
{
  "formula": "C16H27N5",
  "method": "the ωB97M-V functional and the def2-TZVPD basis",
  "e_tot_ev": -24465.8994,
  "orbital_gap_ev": 6.9,
  "de_lowest_kcal_mol": 333.0,
  "species": ["C", "N", "C", "C", "N", "C", "C", "C", "C", "C", "C", "H", "N", "C", "C", "N", "C", "H", "H", "H", "C", "C", "H", "H", "H", "H", "H", "H", "H", "H", "N", "H", "H", "H", "H", "C", "C", "H", "H", "H", "H", "H", "H", "H", "H", "H", "H", "H"],
  "positions_angstrom": [[-2.60, 3.96, 3.73], [-1.53, 3.21, 3.60], [-0.55, 3.80, 2.89], [0.75, 2.88, 2.70], [0.41, 1.67, 1.99], [0.63, 1.30, 0.70], [0.97, 2.29, -0.22], [0.79, 2.02, -1.55], [0.75, 0.69, -2.04], [0.60, -0.25, -1.07], [0.40, -0.19, 0.39], [0.20, -0.95, 0.93], [0.49, -1.48, -1.73], [-0.80, -2.03, -2.03], [-0.75, -3.22, -3.03], [0.00, -4.39, -2.15], [0.05, -5.46, -2.94], [0.39, -6.37, -2.24], [-1.17, -5.81, -3.13], [0.71, -5.59, -3.68], [1.08, -3.97, -1.65], [1.10, -2.88, -0.67], [1.95, -2.50, -0.20], [0.42, -3.05, 0.16], [1.22, -4.84, -0.95], [1.87, -3.71, -2.31], [-1.55, -3.42, -3.47], [-0.08, -3.11, -3.70], [-1.04, -1.23, -2.75], [-1.44, -2.15, -1.28], [1.01, 0.39, -3.25], [0.79, -0.49, -3.67], [0.85, 1.14, -3.92], [1.13, 2.90, -2.30], [0.85, 3.36, 0.09], [-0.67, 0.80, 3.08], [-2.01, 1.85, 2.87], [-2.41, 1.28, 3.65], [-2.23, 1.88, 1.91], [-0.83, -0.25, 2.53], [-0.10, 0.84, 4.00], [1.77, 3.08, 2.20], [1.16, 2.60, 3.65], [-0.11, 4.72, 3.11], [-0.89, 3.84, 1.65], [-2.38, 5.02, 4.20], [-3.33, 3.55, 4.29], [-3.07, 4.37, 2.70]]
}

No. 4
{
  "formula": "C6H6",
  "method": "the ωB97M-V functional and the def2-TZVPD basis",
  "e_tot_ev": -6311.4942,
  "orbital_gap_ev": 8.3,
  "de_lowest_kcal_mol": 177.7,
  "species": ["C", "C", "C", "C", "C", "C", "H", "H", "H", "H", "H", "H"],
  "positions_angstrom": [[1.95, 0.17, -2.60], [1.78, 0.31, -1.32], [-0.94, 0.17, 1.25], [-1.20, 0.43, -0.20], [1.49, -0.21, -0.15], [-0.32, -0.64, 0.17], [0.00, 0.70, 1.76], [-1.59, -0.09, 2.06], [-2.14, -0.02, -0.66], [-0.82, 1.34, -0.71], [2.17, -0.55, 0.58], [-0.38, -1.63, -0.18]]
}

No. 5
{
  "formula": "C36H59IN3O7PS2",
  "method": "the ωB97M-V functional and the def2-TZVPD basis",
  "smiles": "C=Cc1c(CC(=O)I)c(CCCS)c2c(c1CCCP(=O)(OCC)OCC)Sc1ccccc1N2COC.COC[C@@H](C)N.COC[C@@H](C)N",
  "e_tot_ev": -96138.0396,
  "orbital_gap_ev": 7.5,
  "de_lowest_kcal_mol": 194.3,
  "species": ["C", "C", "C", "C", "C", "C", "O", "I", "C", "C", "C", "C", "S", "C", "C", "C", "C", "C", "C", "P", "O", "O", "C", "C", "O", "C", "C", "S", "C", "C", "C", "C", "C", "C", "N", "C", "O", "C", "H", "H", "H", "H", "H", "H", "H", "H", "H", "H", "H", "H", "H", "H", "H", "H", "H", "H", "H", "H", "H", "H", "H", "H", "H", "H", "H", "H", "H", "H", "H", "H", "H", "H", "H", "H", "H", "C", "C", "C", "O", "C", "N", "H", "H", "H", "H", "H", "H", "H", "H", "H", "H", "H", "C", "C", "C", "O", "C", "N", "H", "H", "H", "H", "H", "H", "H", "H", "H", "H", "H"],
  "positions_angstrom": [[-5.14, 2.31, -2.95], [-3.69, 2.39, -2.98], [-2.91, 1.42, -1.99], [-2.15, 0.12, -2.41], [-2.16, -0.28, -3.97], [-3.02, -1.61, -4.27], [-3.90, -2.07, -3.51], [-2.64, -2.76, -6.12], [-1.42, -0.77, -1.33], [-0.63, -2.09, -1.82], [0.94, -1.61, -1.96], [1.83, -1.97, -0.67], [3.28, -3.05, -1.23], [-1.44, -0.40, 0.21], [-2.21, 0.89, 0.59], [-2.90, 1.79, -0.47], [-3.61, 3.12, 0.06], [-2.60, 4.26, 0.57], [-1.36, 4.54, -0.41], [0.18, 5.23, 0.50], [1.40, 4.75, -0.35], [0.11, 6.93, 0.46], [1.41, 7.54, 0.19], [2.45, 7.35, 1.43], [0.19, 4.57, 2.06], [1.49, 4.02, 2.42], [1.79, 2.55, 1.85], [-2.24, 1.37, 2.37], [-0.71, 0.57, 3.05], [-0.06, 1.19, 4.33], [1.21, 0.51, 4.95], [1.79, -0.77, 4.23], [1.11, -1.35, 2.93], [-0.18, -0.68, 2.31], [-0.76, -1.34, 1.12], [-1.85, -2.25, 1.69], [-2.42, -3.12, 0.70], [-3.86, -3.06, 0.67], [-5.80, 3.23, -2.68], [-5.72, 1.34, -3.14], [-3.20, 3.15, -3.67], [-2.65, 0.55, -4.60], [-1.09, -0.48, -4.34], [-0.93, -2.43, -2.86], [-0.62, -2.92, -1.03], [1.44, -1.99, -2.91], [0.93, -0.45, -2.04], [2.29, -1.05, -0.17], [1.25, -2.56, 0.11], [2.67, -4.31, -1.34], [-4.24, 2.80, 0.98], [-4.35, 3.59, -0.67], [-2.31, 4.05, 1.66], [-3.21, 5.24, 0.61], [-1.70, 5.31, -1.21], [-0.98, 3.64, -0.99], [1.88, 7.23, -0.80], [1.23, 8.68, 0.12], [3.19, 6.51, 1.25], [1.81, 7.05, 2.34], [3.04, 8.31, 1.64], [1.50, 3.94, 3.58], [2.38, 4.69, 2.15], [2.69, 2.63, 1.13], [0.91, 2.15, 1.24], [2.13, 1.80, 2.67], [-0.54, 2.12, 4.81], [1.68, 0.94, 5.90], [2.70, -1.33, 4.65], [1.56, -2.30, 2.48], [-2.60, -1.57, 2.22], [-1.32, -2.85, 2.53], [-4.23, -4.16, 0.61], [-4.27, -2.54, -0.28], [-4.35, -2.63, 1.60], [-1.22, -8.09, -8.78], [-1.57, -6.74, -8.15], [-2.93, -6.18, -8.61], [-2.93, -5.61, -9.92], [-3.07, -6.55, -10.97], [-0.48, -5.79, -8.43], [-0.92, -8.00, -9.82], [-0.39, -8.55, -8.24], [-2.07, -8.77, -8.73], [-1.62, -6.89, -7.07], [-3.20, -5.36, -7.94], [-3.73, -6.93, -8.52], [-3.73, -7.38, -10.69], [-2.09, -6.93, -11.27], [-3.51, -6.04, -11.82], [-0.67, -4.92, -7.94], [-0.54, -5.53, -9.41], [5.22, 0.31, 7.01], [5.08, 1.78, 7.39], [5.87, 2.16, 8.67], [5.25, 1.74, 9.88], [5.50, 0.39, 10.24], [3.66, 2.11, 7.52], [4.63, -0.35, 7.65], [4.87, 0.16, 5.98], [6.26, -0.01, 7.05], [5.50, 2.37, 6.57], [5.92, 3.25, 8.72], [6.91, 1.80, 8.62], [6.51, 0.07, 9.95], [4.75, -0.26, 9.79], [5.41, 0.31, 11.32], [3.57, 3.11, 7.70], [3.33, 1.69, 8.39]]
}

No. 6
{
  "formula": "C14H12CaN5O4S2",
  "method": "the ωB97M-V functional and the def2-TZVPD basis",
  "total_charge": -1,
  "e_tot_ev": -70468.0545,
  "orbital_gap_ev": 8.8,
  "de_lowest_kcal_mol": 6.7,
  "species": ["Ca", "N", "C", "N", "C", "N", "O", "S", "O", "N", "C", "O", "C", "C", "C", "C", "C", "C", "H", "H", "H", "H", "S", "C", "N", "C", "C", "C", "O", "C", "H", "H", "H", "H", "H", "H", "H", "H"],
  "positions_angstrom": [[-0.06, -2.53, 0.89], [1.54, 2.21, 4.31], [1.16, 1.13, 4.48], [0.70, -0.07, 4.77], [0.52, -0.91, 3.82], [0.29, -1.75, 3.03], [2.26, 0.85, -4.32], [1.23, 1.20, -3.38], [0.18, 2.07, -3.86], [0.60, -0.13, -2.67], [0.86, -0.17, -1.39], [0.46, -1.07, -0.60], [1.66, 1.00, -0.87], [2.07, 1.25, 0.43], [2.78, 2.42, 0.68], [3.07, 3.31, -0.35], [2.66, 3.05, -1.65], [1.95, 1.89, -1.88], [1.84, 0.56, 1.23], [3.09, 2.63, 1.69], [3.62, 4.21, -0.13], [2.88, 3.74, -2.46], [-0.98, -5.09, 0.47], [0.56, -5.37, 1.01], [1.64, -5.56, 1.40], [-2.85, -0.66, -1.44], [-3.25, 0.29, -0.31], [-2.47, -0.26, 0.88], [-2.21, -1.65, 0.59], [-2.74, -1.98, -0.71], [-1.88, -0.39, -1.86], [-3.58, -0.69, -2.25], [-4.32, 0.24, -0.12], [-2.99, 1.33, -0.52], [-3.02, -0.21, 1.82], [-1.51, 0.25, 1.00], [-3.71, -2.46, -0.57], [-2.06, -2.69, -1.18]]
}

No. 7
{
  "formula": "C16H33N2O6P2",
  "method": "the ωB97M-V functional and the def2-TZVPD basis",
  "e_tot_ev": -50971.1400,
  "orbital_gap_ev": [8.5, 9.7],
  "s_squared": 0.75,
  "multiplicity": 2,
  "species": ["C", "C", "C", "O", "C", "N", "C", "O", "C", "C", "P", "P", "O", "O", "O", "H", "H", "H", "H", "H", "H", "H", "H", "H", "H", "H", "H", "H", "H", "H", "C", "C", "C", "C", "C", "C", "N", "O", "C", "C", "C", "H", "H", "H", "H", "H", "H", "H", "H", "H", "H", "H", "H", "H", "H", "H", "H", "H", "H"],
  "positions_angstrom": [[-3.37, -2.87, -0.95], [-2.21, -1.92, -0.66], [-0.97, -2.70, -0.24], [0.10, -1.96, 0.33], [-0.04, -1.34, 1.58], [-0.74, -0.06, 1.51], [-1.76, 0.05, 2.42], [-2.68, 0.84, 2.36], [-1.53, -1.02, 3.48], [-0.82, -2.11, 2.67], [0.36, -3.12, 3.69], [-0.76, -4.98, 4.09], [-0.86, -5.26, 5.51], [-0.03, -6.14, 3.26], [-2.22, -4.84, 3.42], [-3.61, -3.49, -0.09], [-4.27, -2.32, -1.22], [-3.13, -3.54, -1.78], [-2.51, -1.21, 0.11], [-1.97, -1.35, -1.55], [-0.52, -3.17, -1.12], [-1.26, -3.53, 0.43], [0.99, -1.17, 1.90], [-0.88, 0.35, 0.59], [-0.89, -0.63, 4.28], [-2.47, -1.33, 3.92], [-1.60, -2.73, 2.25], [1.14, -3.66, 2.64], [0.34, -5.86, 2.42], [-2.22, -4.82, 2.46], [2.93, 1.57, -2.69], [1.41, 1.75, -2.65], [0.97, 3.04, -3.36], [1.33, 4.31, -2.60], [0.79, 4.27, -1.17], [1.23, 3.03, -0.39], [0.90, 1.82, -1.23], [-0.29, 1.37, -1.08], [2.71, 3.08, -0.04], [0.44, 2.89, 0.90], [0.77, 0.54, -3.31], [3.29, 1.03, -1.82], [3.19, 0.99, -3.58], [3.47, 2.52, -2.76], [-0.11, 3.00, -3.51], [1.43, 3.04, -4.35], [2.41, 4.47, -2.59], [0.91, 5.17, -3.12], [1.10, 5.15, -0.61], [-0.30, 4.29, -1.20], [3.04, 2.14, 0.40], [2.85, 3.87, 0.71], [3.36, 3.32, -0.88], [-0.63, 2.92, 0.71], [0.69, 3.68, 1.60], [0.67, 1.93, 1.36], [1.02, -0.38, -2.77], [1.16, 0.46, -4.33], [-0.32, 0.63, -3.35]]
}